Version one
Here is an isolated molecule of C22H28N6O2 from the Open Molecules 2025 dataset. Energies are from wB97M-V/def2-TZVPD.

XYZ file:
```
58
C22H28N6O2, DFT wB97M-V/def2-TZVPD
C 0.640 5.074 -6.491
O -0.165 5.241 -5.350
C -0.125 4.291 -4.377
C -0.966 4.504 -3.281
C -0.995 3.609 -2.238
C -0.184 2.475 -2.261
N -0.253 1.585 -1.180
N -1.404 1.472 -0.504
C -1.189 0.612 0.467
C 0.136 0.150 0.437
C 0.712 0.797 -0.639
C 2.141 0.690 -1.031
C 2.959 0.157 0.162
C 4.353 -0.245 -0.327
C 3.098 1.247 1.226
C 2.257 -1.085 0.737
C 0.876 -0.781 1.338
N 0.132 -2.012 1.545
C -0.165 -2.496 2.768
O 0.132 -1.924 3.796
C -0.898 -3.833 2.736
C -1.585 -4.129 4.067
C -2.706 -3.129 4.371
N -3.731 -3.174 3.367
C -3.887 -2.408 2.274
N -4.909 -2.827 1.566
C -5.362 -3.880 2.274
N -4.674 -4.122 3.365
C 0.634 2.247 -3.357
C 0.671 3.151 -4.406
H 1.704 5.052 -6.233
H 0.442 5.940 -7.120
H 0.379 4.163 -7.038
H -1.586 5.385 -3.276
H -1.648 3.761 -1.393
H -1.976 0.359 1.148
H 2.251 -0.005 -1.871
H 2.526 1.662 -1.347
H 4.293 -1.061 -1.045
H 4.969 -0.570 0.507
H 4.845 0.598 -0.807
H 3.563 0.845 2.123
H 2.129 1.658 1.495
H 3.719 2.058 0.853
H 2.128 -1.814 -0.069
H 2.885 -1.542 1.503
H 0.983 -0.343 2.337
H -0.143 -2.523 0.721
H -0.157 -4.610 2.530
H -1.622 -3.838 1.918
H -0.849 -4.060 4.869
H -2.001 -5.138 4.050
H -2.297 -2.118 4.410
H -3.165 -3.375 5.331
H -3.261 -1.572 2.037
H -6.206 -4.466 1.977
H 1.234 1.355 -3.418
H 1.318 2.945 -5.244
```

Values from the calculation:
SMILES: COc1ccc(-n2ncc3c2CC(C)(C)C[C@@H]3NC(=O)CCCn2cncn2)cc1
HOMO in Eh: -0.30168

natural (NBO) atomic charge list, values in e, 6 entries: -0.252 -0.489 0.302 -0.243 -0.178 0.093

---

Version two
Here is an isolated molecule of C22H28N6O2 from the Open Molecules 2025 dataset. Energies are from wB97M-V/def2-TZVPD.

XYZ file:
```
58
C22H28N6O2, DFT wB97M-V/def2-TZVPD
C -2.054 -3.421 0.880
C -0.508 -3.642 1.236
C 0.197 -2.248 1.622
C 0.314 -1.530 0.487
C 0.757 -0.261 1.141
N 1.888 0.090 1.602
N 1.825 1.369 1.996
N 0.902 1.885 1.608
N 0.116 1.242 0.918
C -1.153 1.484 0.137
C -2.272 1.043 0.995
C -3.603 1.337 0.511
C -3.979 2.509 0.387
C -5.205 2.913 -0.288
C -5.748 2.070 -1.097
C -5.409 0.710 -0.872
C -4.271 0.365 -0.376
N 1.199 -2.196 -0.332
C 1.051 -2.096 -1.787
C 1.422 -0.572 -2.487
N 2.440 -0.128 -1.760
C 2.391 1.244 -1.267
O 1.361 1.733 -1.666
C 3.363 1.809 -0.491
C 3.362 3.378 -0.018
C 4.530 3.429 0.494
C 5.216 2.284 0.881
O 4.547 1.372 -0.067
C 3.313 -1.129 -1.122
C 2.595 -1.992 -0.243
H -2.636 -2.832 1.788
H -2.600 -4.438 0.511
H -2.237 -2.808 -0.052
H -0.024 -4.177 0.531
H -0.537 -4.382 2.208
H -0.536 -1.815 2.322
H 1.000 -2.749 2.003
H -0.362 -1.198 -0.227
H -1.084 0.672 -0.824
H -0.983 2.545 0.066
H -2.187 1.466 2.036
H -2.199 0.162 1.361
H -3.401 3.478 0.845
H -5.537 4.152 -0.640
H -6.817 2.243 -1.408
H -5.916 -0.010 -1.447
H -3.981 -0.553 -0.094
H -0.013 -2.208 -2.100
H 1.622 -2.804 -2.394
H 1.780 -0.696 -3.578
H 0.443 0.085 -2.375
H 2.364 3.916 0.011
H 4.861 4.254 1.319
H 6.055 2.117 1.118
H 3.734 -1.779 -1.997
H 4.384 -0.757 -0.621
H 2.992 -1.772 0.841
H 3.229 -3.160 -0.226
```

Values from the calculation:
SMILES: CCC[C@@H](c1nnnn1CCc1ccccc1)N1CCN(C(=O)c2ccco2)CC1
HOMO in Eh: -0.29550

natural (NBO) atomic charge list, values in e, 6 entries: -0.643 -0.361 -0.406 -0.167 0.351 -0.351

---

Name the least stable of them. version two.